A structure of composition C43H32AsCl5F6HfNO2P2 in a non-equilibrium geometry, computed with ωB97M-V with the def2-TZVPD basis set.

Each line ends with the Mulliken charge.
Element x y z (Å)
1 Hf 1.30849 0.32983 -0.80669  1.537
2 C -0.68234 3.45098 -0.34681  -1.012
3 P -0.92816 2.00731 -1.45994  1.795
4 C -0.68792 2.84073 -3.07825  0.521
5 C -1.59856 2.74416 -4.12192  -0.753
6 C -1.32731 3.34239 -5.34727  -0.732
7 C -0.13543 4.02082 -5.54448  -0.613
8 C 0.78639 4.11255 -4.50826  -0.780
9 C 0.51238 3.52377 -3.28444  -0.598
10 C -2.68904 1.62004 -1.39454  -0.504
11 C -3.66321 2.60646 -1.56020  -0.243
12 C -5.00550 2.27118 -1.46667  -0.795
13 C -5.38239 0.95503 -1.20688  -0.728
14 C -4.41866 -0.02632 -1.03806  -0.033
15 C -3.07216 0.30912 -1.13333  0.283
16 C 0.65508 3.33823 0.32730  -0.338
17 C 1.29322 4.22141 1.15034  -1.161
18 C 2.32148 3.49738 1.83324  -1.094
19 C 2.27313 2.21303 1.38140  0.050
20 C 2.83587 0.94791 1.95644  -1.251
21 P 1.32235 -0.13584 2.01357  0.645
22 C 1.87978 -1.68706 2.78414  0.646
23 C 0.93104 -2.51893 3.38370  -0.683
24 C 1.28180 -3.78351 3.83312  -0.693
25 C 2.58501 -4.24070 3.67298  -0.618
26 C 3.53666 -3.42023 3.08817  -0.534
27 C 3.18655 -2.14903 2.64805  -0.582
28 C 0.37652 0.68817 3.33012  0.459
29 C -0.92268 1.10222 3.04750  -0.026
30 C -1.69413 1.72578 4.02334  -0.871
31 C -1.16237 1.93780 5.28599  -0.495
32 C 0.13605 1.52486 5.57600  -0.750
33 C 0.90130 0.89864 4.60433  -0.613
34 N 1.27173 2.09447 0.41657  0.802
35 H -1.46503 3.42549 0.41532  0.546
36 H -0.79697 4.37005 -0.91338  0.697
37 H -2.51896 2.18728 -3.99119  0.478
38 H -2.04606 3.26091 -6.15339  0.413
39 H 0.08210 4.46764 -6.50673  0.394
40 H 1.72552 4.63034 -4.65637  0.447
41 H 1.24500 3.59671 -2.48659  0.329
42 H -3.37222 3.63156 -1.76345  0.476
43 H -5.76097 3.03577 -1.59942  0.413
44 H -6.43279 0.69886 -1.13921  0.428
45 H -4.70369 -1.05304 -0.83514  0.302
46 H -2.31880 -0.45739 -1.00954  -0.250
47 H 1.01686 5.25598 1.30628  0.524
48 H 2.99170 3.88280 2.58947  0.538
49 H 3.20905 1.12496 2.96180  0.931
50 H 3.63334 0.49200 1.37174  0.474
51 H -0.08874 -2.17182 3.51083  0.356
52 H 0.53565 -4.41707 4.29732  0.427
53 H 2.85564 -5.23773 3.99973  0.393
54 H 4.55484 -3.77142 2.95833  0.434
55 H 3.94305 -1.52745 2.18332  0.320
56 H -1.32981 0.94332 2.05260  0.480
57 H -2.70532 2.04360 3.79653  0.481
58 H -1.75840 2.42286 6.05004  0.400
59 H 0.55045 1.69110 6.56356  0.434
60 H 1.90432 0.55990 4.84407  0.346
61 Cl 5.60469 -4.88537 -0.67683  -0.207
62 C 4.95291 -3.29345 -0.77059  0.424
63 C 5.76682 -2.21159 -1.10227  0.449
64 Cl 7.44642 -2.44553 -1.41007  -0.203
65 C 5.21883 -0.92725 -1.18398  0.296
66 Cl 6.16011 0.44278 -1.63864  -0.215
67 C 3.88177 -0.73017 -0.90844  0.350
68 O 3.25001 0.47523 -1.01938  -0.998
69 C 3.07928 -1.80980 -0.52593  -0.612
70 O 1.77889 -1.52738 -0.31060  0.154
71 C 3.59845 -3.08731 -0.50168  0.365
72 Cl 2.52939 -4.37848 -0.10926  -0.168
73 Cl -6.71709 -4.43179 -0.59204  -0.215
74 C -5.13168 -3.79366 -0.29416  0.417
75 C -4.85454 -3.18948 0.92832  -0.890
76 C -3.59188 -2.68681 1.16537  -0.086
77 C -2.56452 -2.78669 0.19667  0.877
78 C -1.27766 -2.26941 0.43157  -0.572
79 C -2.88921 -3.40130 -1.03631  -0.240
80 C -4.15440 -3.89431 -1.27994  -0.821
81 H -5.63219 -3.12135 1.67887  0.396
82 H -3.37188 -2.20408 2.11244  0.429
83 H -0.47933 -2.43108 -0.28238  0.430
84 H -1.04355 -1.76233 1.35883  -0.534
85 H -2.12353 -3.47015 -1.80193  0.479
86 H -4.39708 -4.35795 -2.22762  0.412
87 F -0.07488 -0.84458 -2.24619  -0.892
88 As 0.85997 -0.80178 -3.83971  2.219
89 F 1.50661 0.71387 -3.04007  -0.662
90 F -0.41976 0.09969 -4.46121  -0.449
91 F 1.83178 -0.56053 -5.18612  -0.452
92 F 0.17383 -2.26137 -4.31431  -0.456
93 F 2.10871 -1.61449 -3.01748  -0.473

Computed properties:
- Electronic energy: -7729.9652 hartree
- Energy above the lowest of the compared OMol25 structures with the same formula, charge and spin: 0.257 eV
- E_HOMO (spin up / spin down): -7.68 / -8.00 eV
- HOMO-LUMO gap (spin up / spin down): 0.283 / 0.253 Eh
- Spin multiplicity: 2

---

A structure of composition C43H32Cl2F5N7O3W in a non-equilibrium geometry, computed with ωB97M-V with the def2-TZVPD basis set.

Each line ends with the Mulliken charge.
Element x y z (Å)
1 W -1.07544 0.36986 -0.98038  1.089
2 Cl -6.44842 -1.16884 -5.15172  -0.140
3 C -4.90534 -0.70635 -4.59037  -0.236
4 C -4.67851 -0.58185 -3.22568  -0.768
5 C -3.42455 -0.22132 -2.74246  0.215
6 N -3.04762 -0.06207 -1.38281  1.113
7 C -4.08466 0.03243 -0.46856  -0.045
8 O -5.26324 0.12922 -0.70802  -0.616
9 C -3.62170 -0.03814 0.95917  0.673
10 C -4.59775 -0.06336 1.94908  -0.758
11 C -4.21449 -0.20878 3.26980  -0.737
12 C -2.85837 -0.34016 3.53704  -1.173
13 C -1.95177 -0.28915 2.49146  -0.586
14 N -2.30395 -0.12756 1.20911  0.741
15 C -2.36304 -0.03896 -3.66198  0.436
16 C -2.60716 -0.12724 -5.03182  -1.043
17 C -3.86925 -0.44885 -5.50116  -0.140
18 Cl -4.14927 -0.54562 -7.18206  -0.144
19 N -1.10174 0.12043 -3.05257  0.146
20 C -0.02636 0.35364 -3.90984  -0.873
21 O -0.06790 0.88265 -4.99324  -0.531
22 C 1.25581 -0.17937 -3.35790  1.093
23 C 2.27848 -0.47201 -4.25095  -1.030
24 C 3.41552 -1.09814 -3.77312  -0.828
25 C 3.48074 -1.38711 -2.41738  -1.021
26 C 2.42427 -1.03062 -1.59475  -0.120
27 N 1.31783 -0.43071 -2.04204  0.829
28 H -5.50439 -0.75690 -2.55790  0.740
29 H -5.63074 0.03283 1.64618  0.601
30 H -4.94727 -0.22227 4.06134  0.488
31 H -2.50648 -0.46020 4.54872  0.575
32 H -0.89836 -0.38700 2.70169  0.841
33 H -1.83469 0.06140 -5.75742  0.768
34 H 2.14730 -0.21587 -5.29116  0.630
35 H 4.21804 -1.36135 -4.44208  0.483
36 H 4.33683 -1.89204 -2.00113  0.543
37 H 2.46619 -1.24724 -0.53701  0.557
38 C 4.88205 -0.59819 1.19702  -1.479
39 C 4.23589 -0.92693 2.50859  1.203
40 C 4.93589 -1.69428 3.43810  -0.820
41 C 4.40241 -1.98454 4.67962  -0.679
42 C 3.14129 -1.51952 5.02311  -0.924
43 C 2.41651 -0.77780 4.11031  0.226
44 C 2.96263 -0.48250 2.86315  -0.619
45 N 2.19967 0.33918 1.96841  0.425
46 C 1.13674 -0.06559 1.25914  0.147
47 N 0.83322 -1.37714 1.34611  0.939
48 C 0.02265 -2.22250 0.55323  0.479
49 C -0.74066 -1.72033 -0.52321  1.203
50 C -1.44799 -2.69810 -1.25811  -0.681
51 C -1.42138 -4.04229 -0.93007  -1.337
52 C -0.67002 -4.47795 0.14702  -0.887
53 C 0.07542 -3.58419 0.89920  1.065
54 C 0.91543 -4.09611 2.03410  -1.583
55 N 0.43088 0.78811 0.50776  1.249
56 C 0.94415 2.15459 0.54475  -0.669
57 C 1.87063 2.52029 -0.44184  -0.538
58 C 2.38109 3.80737 -0.48736  -0.724
59 C 1.96561 4.74082 0.44953  -1.125
60 C 1.08857 4.36654 1.45235  -0.751
61 C 0.57333 3.07268 1.53417  0.396
62 C -0.32680 2.71883 2.67888  -1.077
63 H 5.79456 -0.03015 1.37454  0.494
64 H 4.23607 -0.01358 0.54764  0.021
65 H 5.17663 -1.51199 0.68300  0.365
66 H 5.92134 -2.05170 3.18049  0.511
67 H 4.97377 -2.55953 5.39068  0.444
68 H 2.73312 -1.72144 6.00027  0.461
69 H 1.43830 -0.39272 4.36560  0.451
70 H 2.44834 1.31924 1.92367  0.339
71 H 1.40918 -1.88683 2.01188  -0.407
72 H -2.04061 -2.40133 -2.12167  0.422
73 H -1.98638 -4.75376 -1.51041  0.508
74 H -0.66308 -5.52341 0.41128  0.449
75 H 0.74658 -5.16345 2.14448  0.444
76 H 0.65954 -3.62762 2.98476  0.351
77 H 1.98097 -3.95592 1.84117  0.362
78 H 2.22570 1.76783 -1.13776  0.593
79 H 3.09641 4.07498 -1.24916  0.510
80 H 2.33977 5.75151 0.40988  0.448
81 H 0.76501 5.09285 2.18414  0.495
82 H -0.75745 3.62325 3.10055  0.581
83 H 0.24088 2.22178 3.46713  0.253
84 H -1.13733 2.06012 2.37578  -0.092
85 O 0.14004 2.96071 -2.81394  -0.086
86 C -0.07161 2.15931 -2.04098  -0.513
87 F -2.01378 2.17968 0.12869  0.184
88 C -2.93438 3.00184 -0.73155  -1.047
89 F -2.48597 2.47069 -1.97719  -0.240
90 C -2.28703 4.37910 -0.61006  1.215
91 F -0.91361 4.29296 -0.71369  -0.189
92 F -2.68745 5.22723 -1.53632  -0.280
93 F -2.51332 4.89649 0.59508  -0.260

Computed properties:
- Electronic energy: -3753.0838 hartree
- Charge: +2
- Energy above the lowest of the compared OMol25 structures with the same formula, charge and spin: 2.758 eV
- E_HOMO: -13.17 eV
- HOMO-LUMO gap: 0.186 Eh